# 1
14
Properties=species:S:1:pos:R:3 method="wB97M-V/def2-TZVPD" total_energy_ev=-7355.7363 homo_lumo_gap_ev="8.42 / 8.42" homo_energy_ev="-8.20 / -8.20" spin_multiplicity=1 de_lowest_ev=6.5189
H 0.88340 1.62876 1.24215
O 2.23048 -1.22877 0.91442
H -0.92459 0.89910 -1.48639
H -0.30808 0.16988 1.42143
C 0.83386 0.34340 -0.44566
H -1.16439 -1.69709 0.18017
H -2.56364 -0.80830 -0.45029
C 1.70102 -0.31750 0.42116
H 1.80912 1.30825 1.41700
C -1.50492 -1.03151 -0.61957
H 1.31747 1.15903 -0.97927
C -0.71183 0.25145 -0.63394
H -1.41600 -1.56159 -1.57345
C -0.18189 0.88490 0.59224

# 2
14
Properties=species:S:1:pos:R:3 method="wB97M-V/def2-TZVPD" total_energy_ev=-7701.2620 homo_lumo_gap_ev=10.90 homo_energy_ev=-14.23 total_charge=+1 spin_multiplicity=1 smiles=C1NCN2[NH2+][C@@H]12 de_lowest_ev=4.0164
H 0.59520 1.55083 1.18223
N -1.36152 -0.10335 -0.65646
H -0.92666 -0.04799 -1.58249
H 2.10368 0.51802 -0.63585
C 0.92095 -0.91516 0.23413
H 1.22706 -0.83960 1.21625
C -0.70848 -0.80037 0.43791
N -0.92860 0.60464 0.49400
H -2.32785 -0.44086 -0.65569
H 0.29011 2.12515 -0.45244
N 1.08363 0.31190 -0.42788
H -1.44596 -1.38029 0.97589
H 1.19582 -1.85018 -0.30566
C 0.28262 1.26727 0.17604

# 3
5
Properties=species:S:1:pos:R:3 method="wB97M-V/def2-TZVPD" total_energy_ev=-29058.4272 homo_lumo_gap_ev=8.80 homo_energy_ev=-10.46 spin_multiplicity=1 smiles=N#CN(Cl)Cl de_lowest_ev=1.5855
C -0.87119 0.04191 -0.05863
Cl 1.38734 1.40064 0.08623
N -1.98585 0.15186 0.20040
N 0.36393 -0.08073 -0.33700
Cl 1.10578 -1.51368 0.10900

# 4
59
Properties=species:S:1:pos:R:3 method="wB97M-V/def2-TZVPD" s2=3.761 total_energy_ev=-165298.8214 homo_lumo_gap_ev="7.55 / 7.90" homo_energy_ev="-5.09 / -5.45" total_charge=-1 spin_multiplicity=4
C -2.97431 5.09458 1.95272
C 4.15599 -4.11506 -1.31366
C 2.89904 -4.62184 -1.02763
C -1.62434 5.31883 1.70251
Co -0.82808 1.21106 0.16184
C 4.35760 -2.74310 -1.35047
F 1.07817 2.60455 -3.55702
Cl -0.94907 6.85792 2.08768
H -3.85963 -2.64239 0.50830
C -2.72502 2.88189 1.10110
Cl -3.30467 1.28792 0.75107
F 0.90757 2.10227 -1.47164
H 3.44454 -0.81381 -1.12218
F 1.17694 -0.03631 -3.16791
C -2.47455 -3.53475 1.86885
C -0.51166 -2.17763 0.45757
C -2.82245 -2.74123 0.79006
C 2.05170 -2.38861 -0.73781
C 2.45775 -0.61944 1.88630
C 2.58281 -0.03640 3.13754
C 1.30949 -0.37200 1.15218
H -0.87967 -4.25350 3.10458
C -0.07089 0.12385 -3.62282
H 1.65283 1.16859 4.63966
F -2.83866 2.53957 -3.16237
Cl -5.19329 3.55550 1.99174
H 5.33350 -2.34811 -1.60456
P 0.73947 -1.14409 -0.41063
H 0.86540 -4.16515 -0.54662
C -1.84437 -2.06098 0.08565
F -2.55396 0.89883 -4.50702
Cl 0.82436 4.58784 0.86775
C 1.84707 -3.76446 -0.75435
C -0.16726 -2.96531 1.55191
H -2.10803 -1.42301 -0.74625
C 0.42895 1.00783 2.89207
C -1.91223 1.85362 -3.82639
H 3.46612 -0.22059 3.73488
F -0.69191 -1.04490 -3.49411
Cl -3.94884 6.33474 2.63160
H 2.73856 -5.69200 -1.02500
C -1.37389 3.06396 0.79859
F 0.04571 0.35664 -4.94323
C -0.83775 1.25879 -2.85453
H 0.86909 -3.03306 1.86143
C 0.19619 2.39659 -2.57051
C -1.14671 -3.64305 2.25141
C 3.30780 -1.88705 -1.07590
H 4.97714 -4.78595 -1.52337
O -1.39912 0.81314 -1.75293
H 3.24490 -1.25573 1.49980
H -0.35623 1.62474 3.31056
F -1.39877 2.68735 -4.74724
F -0.39948 3.56751 -2.34343
C 1.56423 0.74878 3.64593
C 0.29513 0.48558 1.61014
C -3.53580 3.85371 1.65869
C -0.84855 4.30604 1.14251
H -3.23885 -4.06268 2.42299

# 5
47
Properties=species:S:1:pos:R:3 method="wB97M-V/def2-TZVPD" total_energy_ev=-126452.0853 homo_lumo_gap_ev=4.93 homo_energy_ev=-0.87 total_charge=-2 spin_multiplicity=1 de_lowest_ev=1.7953
N 0.43301 -0.88142 2.50856
Na 0.61465 -1.67080 0.12312
C -0.73934 -0.92028 -4.38847
F 1.85755 0.56031 -0.28347
C 0.60521 0.25621 4.61248
O -1.96006 -3.51628 2.78814
C 0.94639 0.04248 3.28814
C -1.49814 4.06059 -0.22220
Te 3.35837 -0.63795 0.26942
F 5.06590 -1.42900 -0.16302
O 2.48828 -2.11962 0.64573
F 3.37770 -0.67616 -1.64422
C -1.26097 2.90691 -0.99769
C -0.80229 0.51642 -2.34191
H 0.73468 -3.83173 -2.33948
C -0.39038 -0.55173 5.14017
H -1.25188 -0.15005 -4.96564
H 0.55638 -4.01950 -4.79812
C -0.50867 -0.76251 -3.01207
C -0.99868 2.92471 -2.38692
H -1.48894 5.03220 -0.70690
H -0.53741 1.76180 -4.10269
H 1.08939 1.03363 5.18559
H -0.97061 3.87691 -2.90869
H -1.89330 2.62522 2.81867
C -1.73110 2.69637 1.74912
C -0.96410 -1.51656 4.33389
H -0.50563 -2.19792 -6.09743
C 0.22011 -3.11706 -4.28896
C 0.35236 -2.98472 -2.90853
H -1.91009 4.85143 1.71418
H -0.71356 -0.41481 6.16560
N -1.06556 0.47977 -1.05063
C -0.77070 1.75637 -3.04656
C -1.17340 -2.78965 2.15167
H -1.74649 -2.18059 4.67007
O -0.84780 -2.81279 0.95259
F 4.36368 -0.63974 1.98358
C -1.72972 3.95969 1.12458
C -1.27358 1.63007 -0.37507
C -0.35168 -2.08493 -5.02817
F 4.33121 1.03404 0.06431
C -1.51962 1.56004 1.01731
Br 2.21387 1.23456 2.49236
C -0.51930 -1.67065 3.02248
H -1.52162 0.57644 1.46725
C 0.03586 -1.79973 -2.23217

# 6
16
Properties=species:S:1:pos:R:3 method="wB97M-V/def2-TZVPD" total_energy_ev=-4341.9584 homo_lumo_gap_ev=12.62 homo_energy_ev=-11.44 spin_multiplicity=1 smiles=CC.CC de_lowest_ev=0.5699
H -3.15360 -0.20320 -0.06977
C 1.61260 -0.09385 0.37459
H 2.95135 -1.11317 1.73215
H 3.35787 -1.35624 0.01278
H 2.01758 0.79026 0.84806
H -2.35514 2.01049 -1.17618
H -0.84364 1.24009 -1.32765
H 0.60711 -0.41544 0.61652
H -2.28099 0.48639 -2.01834
H -2.51305 1.08778 0.89211
H 1.56547 0.15803 -0.68364
C 2.54690 -1.24665 0.74800
C -2.22480 0.31902 0.18493
H 2.11543 -2.24179 0.60161
C -1.89408 1.01794 -1.14997
H -1.50901 -0.43966 0.41481

# 7
12
Properties=species:S:1:pos:R:3 method="wB97M-V/def2-TZVPD" total_energy_ev=-12051.6913 homo_lumo_gap_ev=11.23 homo_energy_ev=-10.70 spin_multiplicity=1 smiles="O=C(O)[C@@H](F)CO" de_lowest_ev=0.2332
H -2.42279 0.65949 -0.46366
H -0.99926 -1.34548 -0.93660
C -1.18667 -0.81001 -0.01367
H -0.21227 0.34021 1.53611
H 2.36653 -1.45690 -0.23548
O 2.03261 0.79810 -0.22031
H -1.31282 -1.58231 0.76486
F -0.48450 1.49561 -0.02637
C -0.15537 0.24995 0.42826
C 1.21390 -0.02677 0.04232
O -2.51483 -0.27174 -0.16801
O 1.44597 -1.34567 -0.00786

# 8
23
Properties=species:S:1:pos:R:3 method="wB97M-V/def2-TZVPD" total_energy_ev=-24321.9164 homo_lumo_gap_ev=10.70 homo_energy_ev=-9.81 spin_multiplicity=1 smiles="O=S(=O)(NC1CC1)NC1CC1" de_lowest_ev=5.0516
H 2.85465 1.55226 0.27265
S -0.09730 0.31936 -0.48812
N 1.16280 0.35471 0.71981
H 4.62051 -0.03316 1.02029
C -2.84945 -0.87769 -0.39607
C 3.09212 -0.40804 -0.83972
H -4.92702 0.17119 0.03793
C 2.54363 0.57431 0.20319
N -1.36384 0.64487 0.59021
C -2.69008 0.61836 -0.12855
C 3.64011 -0.38164 0.65009
H -1.11159 1.69898 0.88134
H 3.92435 0.05405 -1.40025
H -3.83840 -0.42203 1.61955
H -3.04095 -1.29812 -1.45246
H 3.21918 -1.26825 1.33568
C -3.87294 -0.14450 0.56493
O -0.29788 -0.93588 -0.99001
H 2.57843 -1.34230 -1.32724
H 1.22734 -0.57598 1.09208
O 0.19257 1.60319 -1.17018
H -1.93255 -1.35866 -0.01724
H -3.03367 1.45497 -0.77792

# 9
8
Properties=species:S:1:pos:R:3 method="wB97M-V/def2-TZVPD" total_energy_ev=-10185.2734 homo_lumo_gap_ev=9.59 homo_energy_ev=-10.06 spin_multiplicity=1 smiles="O=NN=O.C=O" de_lowest_ev=4.8228
N 3.09049 -0.08976 -0.19777
N 3.55224 0.87080 0.16294
O 3.60871 1.87441 0.74571
H -0.82546 -1.71439 0.38802
O 0.27978 -0.44079 -0.87720
O 3.33692 -1.18466 -0.65216
C 0.12507 -1.35559 -0.10928
H 0.96086 -2.00581 0.25762